# 1
The following is a DFT calculation (ωB97M-V/def2-TZVPD) of C12H10N3ORuS4Sb as an isolated structure.

ORCA input file:
```
! RIJCOSX wB97M-V def2-TZVPD def2/J DEFGRID3
* xyz -1 6
Ru -0.6507 -0.9888 -0.7768
O 1.5829 0.0707 2.7890
C 1.1624 -0.3684 1.7137
N -0.0390 -0.2139 1.1683
C -0.9668 0.6366 1.8686
C -1.4323 1.7562 0.9806
C -1.9075 2.9553 1.5053
C -2.3615 3.9312 0.6369
C -2.3334 3.6834 -0.7292
C -1.8477 2.4631 -1.1642
N -1.4020 1.5277 -0.3306
C 2.1030 -1.1788 0.8465
C 3.3896 -1.4558 1.2797
C 4.2269 -2.1747 0.4446
C 3.7548 -2.5882 -0.7916
C 2.4521 -2.2775 -1.1436
N 1.6458 -1.5905 -0.3369
H -0.5182 1.0387 2.7792
H -1.8546 0.0578 2.1555
H -1.9108 3.1100 2.5765
H -2.7314 4.8745 1.0196
H -2.6826 4.4140 -1.4457
H -1.8238 2.1984 -2.2152
H 3.6888 -1.0949 2.2530
H 5.2382 -2.4105 0.7523
H 4.3772 -3.1485 -1.4755
H 2.0213 -2.5888 -2.0872
S -4.0716 -2.9804 -4.0238
Sb -2.4228 -2.2721 -2.6801
S -1.2146 -0.2603 -3.1276
S -0.5167 -3.4449 -2.0439
S -2.9551 -1.6804 -0.3974
*
```

Its calculated total energy is -71587.8412 eV. The calculation puts the strongest force on any atom at 0.23 eV/Å.

Atom charges from the Löwdin analysis, given in e for atoms 1 to 4: number 1, Ru, carries 0.853; number 2, O, carries 0.000; number 3, C, carries -0.515; number 4, N, carries -0.112

---

# 2
The following is a DFT calculation (ωB97M-V/def2-TZVPD) of an isolated ion of composition C12H10PS2 and charge +1.

ORCA input file:
```
! RIJCOSX wB97M-V def2-TZVPD def2/J DEFGRID3
* xyz 1 1
C 5.0877 0.2259 0.3089
C -5.0102 0.4951 -0.3912
C 4.2918 1.3491 0.1357
C 4.5257 -1.0410 0.3020
C -4.3066 -0.3637 -1.2258
C -4.4325 0.9705 0.7780
C 2.9317 1.2055 -0.0680
C 3.1646 -1.2059 0.0952
C -3.0190 -0.7484 -0.9082
C -3.1488 0.5904 1.1110
C 2.3931 -0.0748 -0.0852
C -2.4323 -0.2629 0.2614
P -0.8323 -0.7470 0.9238
S 0.6828 -0.1323 -0.6774
S -0.0114 -2.0808 -0.5226
H 6.1527 0.3397 0.4371
H -6.0158 0.7880 -0.6497
H 4.7303 2.3343 0.1373
H 5.1475 -1.9123 0.4334
H -4.7700 -0.7407 -2.1240
H -4.9854 1.6272 1.4311
H 2.3007 2.0656 -0.2312
H 2.7326 -2.1943 0.0583
H -2.4853 -1.4288 -1.5560
H -2.6914 0.9415 2.0258
*
```

Its calculated total energy is -43558.8158 eV. The calculation puts the strongest force on any atom at 0.61 eV/Å.

Atom charges from the Löwdin analysis, given in e for atoms 1 to 4: number 1, C, carries -0.043; number 2, C, carries -0.035; number 3, C, carries -0.050; number 4, C, carries -0.048

---

# 3
The following is a DFT calculation (ωB97M-V/def2-TZVPD) of C12H11AuN3S3Te as an isolated structure in a non-equilibrium geometry.

ORCA input file:
```
! RIJCOSX wB97M-V def2-TZVPD def2/J DEFGRID3
* xyz 1 1
Au -0.3729 -0.8783 -0.6326
C -4.5440 -0.3040 2.2887
S -2.9775 -0.3096 3.1817
C -1.7807 -0.4820 1.9344
S -2.3551 -0.5867 0.2540
N -0.5645 -0.5005 2.3486
N 0.3161 -0.6484 1.3039
C 1.5720 -0.7082 1.5057
C 2.4374 -0.8635 0.3298
C 3.7990 -1.0273 0.4415
C 4.5527 -1.1631 -0.7248
C 3.9159 -1.1198 -1.9480
C 2.5345 -0.9548 -1.9826
N 1.8203 -0.8302 -0.8750
H -5.2993 -0.2152 3.0670
H -4.7009 -1.2348 1.7489
H -4.6236 0.5513 1.6218
H 1.9772 -0.6469 2.5103
H 4.2629 -1.0488 1.4173
H 5.6234 -1.3018 -0.6666
H 4.4654 -1.2133 -2.8729
H 1.9871 -0.9177 -2.9166
Te -1.1694 -1.5325 -2.9631
C -0.8919 0.3371 -3.8410
C -1.4276 0.7479 -5.0159
C -1.0365 2.0803 -5.3650
C -0.2290 2.6461 -4.4393
S 0.0789 1.5660 -3.1484
H -2.0807 0.1339 -5.6197
H -1.3578 2.5897 -6.2609
H 0.1918 3.6377 -4.4414
*
```

Its calculated total energy is -60576.7595 eV. The calculation puts the strongest force on any atom at 1.66 eV/Å.

Atom charges from the Löwdin analysis, given in e for atoms 1 to 4: number 1, Au, carries 0.592; number 2, C, carries -0.418; number 3, S, carries 0.926; number 4, C, carries -1.012

---

# 4
The following is a DFT calculation (ωB97M-V/def2-TZVPD) of C12H11BBrCl2F4N3O2STc as an isolated structure in a non-equilibrium geometry.

ORCA input file:
```
! RIJCOSX wB97M-V def2-TZVPD def2/J DEFGRID3
* xyz 0 2
Tc -0.9409 -1.1706 0.2032
Br 0.0202 -0.1702 3.7050
C -0.7671 1.0284 2.4875
C -0.9062 2.3356 2.9141
C -1.6522 3.2212 2.1548
C -2.2931 2.7306 1.0323
C -2.1071 1.4141 0.6765
N -1.2899 0.5585 1.3435
C -2.8879 0.8110 -0.4718
O -3.7451 1.4477 -1.0391
O -2.5652 -0.4232 -0.7002
H -0.4573 2.6300 3.8508
H -1.7712 4.2498 2.4661
H -2.9534 3.3323 0.4246
S 1.2238 -2.0851 0.8873
C 2.3141 -0.8360 0.4505
N 3.5138 -1.2177 -0.0731
C 4.3976 -0.3167 -0.5431
C 4.1237 1.0090 -0.4146
C 2.9024 1.3525 0.1722
N 2.0279 0.4554 0.5916
H 3.6401 -2.2029 -0.2546
H 5.2877 -0.7038 -1.0160
H 4.8001 1.7622 -0.7865
H 2.6082 2.3874 0.3021
C -1.8255 -2.4124 1.4248
H -1.4039 -2.7874 2.3575
H -2.8285 -2.8039 1.2434
F 1.7265 -1.0056 -2.1858
B 1.0068 0.1953 -2.3744
F 1.8743 1.2762 -2.3294
F 0.2493 0.1475 -3.5210
F 0.0883 0.3326 -1.2225
Cl -3.1631 -4.3121 -2.0206
C -2.3487 -2.8024 -2.4505
Cl -0.7795 -2.6773 -1.6370
H -2.9539 -1.9620 -2.1300
H -2.1653 -2.7878 -3.5176
*
```

Its calculated total energy is -140861.3287 eV. The calculation puts the strongest force on any atom at 2.47 eV/Å.

Atom charges from the Löwdin analysis, given in e for atoms 1 to 4: number 1, Tc, carries 0.953; number 2, Br, carries 0.796; number 3, C, carries -0.707; number 4, C, carries -0.111

---

# 5
The following is a DFT calculation (ωB97M-V/def2-TZVPD) of C12H11BrCl2O2W as an isolated structure in a non-equilibrium geometry.

ORCA input file:
```
! RIJCOSX wB97M-V def2-TZVPD def2/J DEFGRID3
* xyz 0 3
C 0.5236 2.1212 0.3302
C 0.2608 1.1513 1.3549
C 1.4214 0.4059 1.5831
H -0.6333 1.0097 1.9423
C 2.4199 0.8700 0.7389
C 1.9212 1.9175 -0.0177
H 2.4562 2.5988 -0.6645
H -0.0012 3.0598 0.1864
H 1.5310 -0.3197 2.3698
H 3.4448 0.5504 0.7678
W -0.1144 0.5247 -1.3176
Br -2.2283 0.8856 -0.2315
C -0.1889 -1.1987 -3.3349
C 0.7896 -0.2148 -3.5599
C 0.2097 1.0704 -3.4053
H 1.7425 -0.4098 -4.0525
C -1.2285 0.8606 -3.1021
C -1.4045 -0.5609 -2.9827
H -2.3778 -1.0495 -2.9604
H -0.0827 -2.2805 -3.5279
H 0.5943 1.9978 -3.7868
H -1.9836 1.6079 -3.1206
Cl 0.2531 -3.0099 5.1096
C -1.1411 -2.3178 4.3938
Cl -1.8318 -1.0101 5.4133
C -0.8335 -1.8556 2.8038
O -1.6159 -0.8914 2.6470
O 0.0411 -2.4503 2.1854
H -1.9438 -3.0628 4.2384
*
```

Its calculated total energy is -113625.3922 eV. The calculation puts the strongest force on any atom at 4.69 eV/Å.

Atom charges from the Löwdin analysis, given in e for atoms 1 to 4: number 1, C, carries -0.353; number 2, C, carries -0.209; number 3, C, carries -0.057; number 4, H, carries 0.060

---

# 6
The following is a DFT calculation (ωB97M-V/def2-TZVPD) of one molecule with the formula C12H11F9N2O5S3 in a non-equilibrium geometry.

ORCA input file:
```
! RIJCOSX wB97M-V def2-TZVPD def2/J DEFGRID3
* xyz 0 1
C -4.2688 -0.6252 -4.5983
C -3.4850 0.1386 -4.0968
C -2.5556 1.1495 -3.5365
C -1.4705 0.5205 -2.6535
C -0.4261 1.5648 -2.1429
C 0.6577 0.7837 -1.4103
N 1.3044 -0.2409 -2.3114
C 2.5010 -0.3277 -2.1562
S 3.9841 -0.6873 -1.8679
O 1.7349 1.6225 -0.9164
N 1.6288 2.9666 -1.3774
O 2.5448 3.2500 -2.0301
C 0.1679 0.0074 -0.1608
C -0.1491 0.9357 1.0525
C 0.7918 0.6123 2.2483
C 0.1259 -0.3028 3.2873
F -0.4355 0.5484 4.2006
F -0.9185 -0.9767 2.8039
C 1.0804 -1.1852 4.1226
F 0.3852 -1.7523 5.0906
F 1.9422 -0.3777 4.7399
S 2.0784 -2.4847 3.2219
F 3.2090 -1.4523 2.8309
F 1.3002 -2.2989 1.8509
F 0.9985 -3.5956 3.6230
F 2.8176 -2.8077 4.6039
F 2.9469 -3.6165 2.5434
O -0.8733 -0.9401 -0.4341
S -2.1375 -0.3082 -1.1993
O -2.9874 -1.3922 -1.5283
O -2.8524 0.6786 -0.4409
H -5.0468 -1.1308 -5.1192
H -2.0864 1.6140 -4.4100
H -3.1713 1.8517 -2.9660
H -0.9500 -0.2350 -3.2539
H -0.9394 2.3030 -1.5200
H -0.0628 2.0646 -3.0484
H 1.0313 -0.5845 0.1582
H -1.2018 0.8884 1.3366
H 0.0479 1.9839 0.8053
H 1.7738 0.2645 1.9163
H 0.9655 1.5734 2.7422
*
```

Its calculated total energy is -82795.3322 eV. The calculation puts the strongest force on any atom at 2.72 eV/Å. The SMILES is C#CC[C@H]1C[C@@](N=C=S)(ON=O)[C@@H](CCC(F)(F)C(F)(F)S(F)(F)(F)(F)F)OS1(=O)=O.

Atom charges from the Löwdin analysis, given in e for atoms 1 to 4: number 1, C, carries 0.128; number 2, C, carries -0.137; number 3, C, carries -0.169; number 4, C, carries -0.318